8
Properties=species:S:1:pos:R:3 method="wB97M-V/def2-TZVPD" max_force_ev_per_a=4.336 multiplicity=3 homo_lumo_gap_ha="0.3022 / 0.3405" lumo_ev="0.744 / -0.991" relative_energy_kj_mol=173.5
C 0.809 -0.452 -0.022
C 1.386 0.713 -0.020
C -1.719 -0.288 -0.120
O -2.767 0.298 -0.080
H 2.304 0.923 0.433
H 1.024 1.592 -0.572
H -1.823 -1.361 0.021
H 0.786 -1.423 0.359

***

66
Properties=species:S:1:pos:R:3 method="wB97M-V/def2-TZVPD" max_force_ev_per_a=2.633 homo_lumo_gap_ha=0.3812 lumo_ev=0.080 relative_energy_kj_mol=75.2
O -3.284 2.701 -6.521
H -2.824 2.341 -5.754
H -2.937 2.393 -7.348
O -0.280 -2.851 1.451
H -0.111 -2.896 2.448
H 0.504 -3.258 1.025
O -0.441 0.028 5.116
H 0.177 0.808 5.024
H -1.037 0.191 4.391
O -2.432 -4.092 0.331
H -2.927 -4.624 0.952
H -1.663 -3.804 0.843
O 2.133 -0.879 2.800
H 1.314 -1.354 2.853
H 1.797 -0.001 2.801
O 0.298 3.553 -3.332
H -0.368 2.957 -3.760
H 0.513 4.176 -4.061
O -1.572 -0.203 2.603
H -0.901 0.373 2.164
H -1.411 -1.082 2.220
O 2.643 3.756 3.141
H 3.325 4.365 3.445
H 2.653 3.534 2.172
O -2.488 1.277 -1.312
H -3.347 1.780 -1.184
H -2.918 0.383 -1.397
O -3.834 -1.519 -0.880
H -3.865 -2.132 -1.636
H -3.199 -1.988 -0.346
O 3.608 -4.212 2.953
H 4.405 -3.863 3.386
H 2.927 -4.104 3.615
O 1.969 1.741 -1.839
H 1.462 2.264 -2.529
H 2.115 0.862 -2.147
O 2.323 -3.597 0.221
H 2.237 -4.488 -0.132
H 2.870 -3.634 1.027
O -0.036 0.994 0.330
H -0.857 1.217 -0.114
H 0.550 1.727 0.072
O 2.050 3.237 0.612
H 1.370 3.854 0.239
H 2.487 2.959 -0.184
O -0.097 -0.643 -3.809
H -0.048 -1.077 -2.978
H 0.818 -0.757 -4.120
O -2.604 -3.134 -3.091
H -2.524 -3.990 -2.643
H -1.729 -3.004 -3.482
O 0.448 -2.372 4.183
H 0.215 -1.458 4.479
H 0.698 -2.881 4.963
O 1.145 -1.219 -1.467
H 0.885 -0.730 -0.642
H 1.927 -1.726 -1.170
O 0.078 4.358 -0.817
H -0.368 5.189 -1.084
H 0.108 3.815 -1.613
O -1.514 1.689 -3.855
H -1.061 0.811 -3.897
H -1.837 1.678 -2.911
O 0.818 1.838 3.558
H 0.074 2.280 3.105
H 1.570 2.440 3.533

***

45
Properties=species:S:1:pos:R:3 method="wB97M-V/def2-TZVPD" max_force_ev_per_a=1.002 homo_lumo_gap_ha=0.2705 lumo_ev=-0.264 relative_energy_kj_mol=0.0
N 0.191 -1.848 -1.004
C 0.366 -0.519 -1.048
C -0.055 0.279 -2.108
C -0.588 -0.254 -3.329
O -0.714 -1.471 -3.489
C -0.934 0.697 -4.417
C -1.694 1.838 -4.183
C -2.010 2.685 -5.230
C -1.570 2.403 -6.513
C -0.828 1.258 -6.753
C -0.521 0.402 -5.713
H 0.048 -0.499 -5.887
H -0.494 1.030 -7.755
H -1.813 3.071 -7.326
H -2.604 3.567 -5.044
H -2.061 2.051 -3.190
S 0.294 2.009 -1.858
C 0.997 1.655 -0.325
N 1.513 2.460 0.568
S 2.032 1.599 1.858
C 1.531 0.050 1.232
C 0.968 0.261 -0.012
S 1.779 -1.471 2.017
C 2.142 -0.966 3.727
H 2.956 -0.242 3.712
H 2.480 -1.881 4.210
C 0.895 -0.399 4.400
N -0.246 -1.253 4.147
C -0.326 -2.394 5.042
C -1.449 -3.316 4.566
O -2.683 -2.643 4.527
C -2.606 -1.523 3.678
C -1.518 -0.551 4.137
H -1.461 0.283 3.435
H -1.776 -0.162 5.137
H -3.586 -1.046 3.706
H -2.383 -1.848 2.650
H -1.576 -4.155 5.253
H -1.197 -3.696 3.564
H 0.618 -2.940 5.022
H -0.531 -2.074 6.080
H 1.103 -0.268 5.475
H 0.683 0.588 3.979
H 0.636 -2.392 -0.285
H -0.155 -2.266 -1.863

***

17
Properties=species:S:1:pos:R:3 method="wB97M-V/def2-TZVPD" smiles=C[C@@H]1OC[C@H](C)O1 max_force_ev_per_a=3.428 homo_lumo_gap_ha=0.3996 lumo_ev=1.122 relative_energy_kj_mol=205.2
C 2.264 0.382 -0.680
C 1.031 -0.365 -0.156
C 0.605 -0.099 1.264
O -0.735 -0.580 1.208
C -1.189 -0.459 -0.185
C -2.447 0.362 -0.290
O -0.123 0.108 -0.877
H 2.448 0.158 -1.732
H 3.155 0.112 -0.107
H 2.119 1.475 -0.589
H 0.778 -1.557 0.031
H 0.595 0.947 1.553
H 1.152 -0.684 2.013
H -1.369 -1.498 -0.509
H -2.246 1.368 0.074
H -2.795 0.420 -1.324
H -3.244 -0.089 0.305

***

17
Properties=species:S:1:pos:R:3 method="wB97M-V/def2-TZVPD" total_charge=-1 max_force_ev_per_a=4.586 multiplicity=2 homo_lumo_gap_ha="0.0740 / 0.3230" lumo_ev="3.225 / 3.225" relative_energy_kj_mol=185.2
C 0.516 1.861 -0.732
C 0.064 1.038 0.507
C -1.298 1.699 1.048
S -1.432 0.832 2.653
N -0.271 -0.435 0.200
H 0.602 2.887 -0.521
H 1.568 1.531 -1.207
H 0.040 1.753 -1.661
H 0.872 0.805 1.272
H -2.258 1.600 0.376
H -1.212 2.863 1.133
H -2.278 -0.108 2.111
H 0.526 -0.945 0.005
H -0.978 -0.407 -0.552
H 1.420 -4.853 -2.223
H 1.951 -5.282 -0.790
O 2.168 -4.838 -1.618

***

57
Properties=species:S:1:pos:R:3 method="wB97M-V/def2-TZVPD" total_charge=-1 max_force_ev_per_a=1.416 homo_lumo_gap_ha=0.3023 lumo_ev=2.631
C 4.374 -1.499 0.943
C 3.742 -1.817 -0.399
O 3.434 -3.185 -0.622
C 2.913 -3.889 0.498
C 2.125 -5.108 -0.003
C 0.633 -5.049 0.342
C -0.326 -4.690 -0.810
C 0.197 -3.706 -1.850
C 0.397 -2.266 -1.330
C -0.699 -1.328 -1.806
O -0.508 -0.155 -1.045
P -0.319 -0.637 0.591
O -1.152 0.864 1.289
N -1.797 1.637 0.446
O -2.735 2.196 0.953
O 0.412 -2.142 0.056
H 4.813 -0.503 0.927
H 5.127 -2.236 1.218
H 3.619 -1.492 1.730
H 4.437 -1.544 -1.195
H 2.841 -1.212 -0.545
H 3.746 -4.222 1.123
H 2.235 -3.254 1.065
H 2.560 -6.011 0.429
H 2.298 -5.175 -1.076
H 0.462 -4.340 1.148
H 0.327 -6.022 0.735
H -0.689 -5.602 -1.289
H -1.202 -4.227 -0.349
H 1.112 -4.049 -2.330
H -0.555 -3.660 -2.646
H 1.312 -1.884 -1.807
H -1.698 -1.741 -1.611
H -0.645 -1.076 -2.865
H -1.615 -1.259 0.568
H -0.150 -1.086 1.951
H 0.924 0.059 0.664
C -4.095 4.503 2.954
C -2.767 5.218 3.024
O -2.906 5.999 4.203
C -3.795 5.368 5.020
O -3.961 5.630 6.164
O -4.451 4.403 4.341
F -2.565 6.044 1.969
H -4.840 5.106 2.433
H -4.025 3.521 2.493
H -1.905 4.558 3.127
C -0.852 3.536 -2.157
C -0.591 4.977 -2.534
O 0.316 4.857 -3.614
C 0.092 3.646 -4.209
O 0.508 3.341 -5.276
O -0.679 2.874 -3.421
F -0.004 5.684 -1.535
H -0.114 3.166 -1.446
H -1.846 3.356 -1.760
H -1.473 5.525 -2.872